1.
15
Properties=species:S:1:pos:R:3:forces:R:3:nbo_charge:R:1 method="wB97M-V/def2-TZVPD" smiles="[H]/N=C/N.C=NC" homo_ha=-0.3377 homo_lumo_gap_ev=9.98 de_lowest_ev=1.924 lumo_ev=0.8
C 0.099654 1.820400 -0.930159 1.67 1.04 -0.38 -0.4702
C -2.141891 1.618039 -0.321755 0.59 0.83 0.92 -0.0464
N -1.282077 1.577598 -1.235333 -0.62 -0.62 -0.43 -0.3863
H 0.252310 2.834944 -0.540937 -0.35 -0.07 0.37 0.1950
H 0.708033 1.153743 -0.293136 -0.97 -0.25 0.02 0.2021
H 0.686615 1.886790 -1.852362 -0.29 -0.37 -0.13 0.2066
H -3.216068 1.593638 -0.474927 0.04 -0.40 -0.49 0.1745
H -1.841546 1.858208 0.709106 -0.07 -0.19 0.11 0.1230
N 1.711568 -1.372616 0.889558 0.70 0.62 0.06 -0.8135
C 0.624071 -2.132939 0.618618 0.10 -0.16 -0.61 0.2756
N 0.672929 -3.269762 0.026928 -0.46 0.35 1.39 -0.7192
H 1.620461 -0.589246 1.506792 -0.22 0.11 -0.03 0.3842
H 2.652247 -1.725214 0.829538 -0.18 -0.39 -0.20 0.3961
H -0.296118 -1.582547 0.854893 -0.04 -0.41 0.33 0.1411
H -0.250191 -3.671040 0.213171 0.09 -0.11 -0.94 0.3376

2.
15
Properties=species:S:1:pos:R:3:forces:R:3:nbo_charge:R:1 method="wB97M-V/def2-TZVPD" smiles="[H]/N=C(/CC)NN" homo_ha=-0.3362 homo_lumo_gap_ev=10.12 de_lowest_ev=2.102 lumo_ev=1.0
C -2.220839 -0.651189 -0.279340 -0.50 0.76 -0.37 -0.6201
C -1.344974 0.484192 0.434710 -1.49 0.17 0.87 -0.4766
C 0.107028 0.519717 -0.008941 1.25 1.25 -0.15 0.4185
H -3.215262 -0.823103 0.229839 1.11 0.53 -0.32 0.2178
H -2.486176 -0.248127 -1.333546 0.70 -1.21 1.54 0.2226
H -1.731063 -1.669865 -0.257368 -0.45 1.26 -0.51 0.2058
H -1.755184 1.503082 0.179816 0.23 -1.13 0.46 0.2444
H -1.456517 0.329746 1.601135 0.60 0.41 -2.23 0.2233
H 1.754104 1.418596 -0.518220 -1.03 0.09 0.25 0.3300
H 0.054464 -1.374943 0.488716 1.12 -0.04 -0.27 0.3684
H 2.619666 -1.137960 -0.783009 -1.53 1.37 2.87 0.3776
H 2.414305 -0.020318 0.658401 -0.06 -0.77 -0.90 0.3631
N 0.771278 1.625885 -0.233472 -0.84 -1.76 0.16 -0.7140
N 0.635513 -0.761089 -0.096745 1.82 0.00 0.74 -0.4710
N 2.100977 -0.878143 0.166740 -0.94 -0.93 -2.15 -0.6897

3.
15
Properties=species:S:1:pos:R:3:forces:R:3:nbo_charge:R:1 method="wB97M-V/def2-TZVPD" homo_ha=-0.3127 homo_lumo_gap_ev=9.40 de_lowest_ev=0.966 lumo_ev=0.9
C -1.316760 -0.938123 1.660577 -1.36 -0.67 0.25 -0.6246
C -0.353348 -0.082984 0.872182 -1.14 -1.26 -1.74 -0.2156
N -0.605613 -0.031625 -0.599519 2.22 1.01 0.50 -0.6599
C 0.476383 0.559987 -1.304517 -1.02 -0.40 0.51 0.5767
N 1.747060 0.722255 -0.676796 -0.51 0.07 -0.32 -0.8660
N 0.241734 1.030833 -2.462949 0.59 0.16 -0.13 -0.7386
H -1.153597 -0.838945 2.742345 0.37 -0.19 -0.30 0.2205
H -1.288053 -2.005360 1.369051 0.40 0.44 0.23 0.2088
H -2.395658 -0.704110 1.570539 0.53 0.44 -0.37 0.2132
H -0.400862 0.955721 1.201997 0.69 -0.23 0.33 0.2071
H 0.593239 -0.624940 0.854924 0.27 0.67 1.27 0.1803
H -1.243358 -0.555077 -1.175647 -0.16 0.05 0.42 0.4164
H 2.119700 0.154370 0.067138 -0.59 -0.18 -0.02 0.3860
H 2.464216 0.888705 -1.364748 -0.08 0.13 -0.01 0.3817
H 1.114915 1.469292 -2.754575 -0.21 -0.04 -0.63 0.3140

4.
15
Properties=species:S:1:pos:R:3:forces:R:3:nbo_charge:R:1 method="wB97M-V/def2-TZVPD" smiles="[H]/N=C/N.C=NC" homo_ha=-0.3419 homo_lumo_gap_ev=10.20 de_lowest_ev=1.820 lumo_ev=0.9
C -0.265224 -1.135053 2.143492 0.83 -1.21 0.37 -0.4418
C 1.526288 -0.898111 0.697994 0.92 0.75 0.05 -0.0509
N 0.641749 -1.675688 1.124838 -1.03 0.36 -0.78 -0.3938
H -0.645088 -1.959614 2.748502 -0.05 0.05 -0.02 0.2036
H 0.244754 -0.442046 2.810021 -0.16 0.46 -0.01 0.1796
H -1.106928 -0.709835 1.607714 -0.07 0.30 0.11 0.2049
H 2.042398 -1.017165 -0.254215 0.12 -0.80 0.14 0.1667
H 1.889445 0.000743 1.223496 -0.58 0.13 0.09 0.1316
N -0.509818 0.425975 -2.559894 -1.00 0.94 0.49 -0.8289
C -0.862247 1.208985 -1.489065 0.73 -0.54 0.81 0.2865
N -0.595334 2.443493 -1.381725 0.42 0.00 -0.34 -0.7317
H -0.373617 -0.538758 -2.319455 0.21 -0.07 -0.61 0.3989
H -0.008207 0.935952 -3.268846 0.32 -0.57 -0.14 0.3995
H -1.285824 0.621780 -0.664360 -0.02 -0.03 -0.10 0.1321
H -0.692348 2.739344 -0.418498 -0.64 0.22 -0.08 0.3437

5.
15
Properties=species:S:1:pos:R:3:forces:R:3:nbo_charge:R:1 method="wB97M-V/def2-TZVPD" smiles="[H]/N=C/N.C=NC" homo_ha=-0.3358 homo_lumo_gap_ev=10.25 de_lowest_ev=1.579 lumo_ev=1.1
C 2.795293 0.908210 0.484931 -0.01 -0.06 1.41 -0.4546
C 0.965063 1.179064 -0.944244 -0.33 0.25 -0.24 -0.0520
N 1.387061 1.050544 0.230458 -0.28 -0.35 0.03 -0.4019
H 3.167873 1.751118 1.075120 0.06 0.44 -0.66 0.2104
H 3.413139 0.639410 -0.368528 0.12 0.23 -0.15 0.1817
H 2.883665 0.153255 1.276479 0.04 -0.43 -0.50 0.2076
H -0.103613 1.141525 -1.141158 -0.11 0.19 0.19 0.1728
H 1.572541 1.366766 -1.829660 0.47 -0.30 -0.05 0.1362
N -2.641911 -0.303023 -0.052056 0.02 0.50 0.27 -0.8264
C -1.547902 -0.961025 0.432019 -0.29 -0.10 -0.54 0.2703
N -1.143241 -2.028100 -0.135171 0.46 0.32 0.41 -0.7238
H -3.196412 0.251189 0.575321 0.03 0.08 -0.15 0.3865
H -3.055143 -0.629876 -0.900061 -0.30 -0.33 -0.12 0.3928
H -1.091594 -0.402360 1.251494 0.24 -0.40 0.16 0.1613
H -0.262691 -2.321525 0.284426 -0.11 -0.05 -0.06 0.3390

6.
15
Properties=species:S:1:pos:R:3:forces:R:3:nbo_charge:R:1 method="wB97M-V/def2-TZVPD" homo_ha=-0.3218 homo_lumo_gap_ev=9.70 de_lowest_ev=0.897 lumo_ev=0.9
C -1.239033 -1.161766 -0.216343 -1.19 -3.04 -0.44 -0.4115
C -1.024603 1.155961 0.337023 0.42 1.46 0.45 -0.4088
C 0.942489 -0.266195 -0.021611 -0.21 0.62 0.35 0.5890
H -1.024762 -1.758663 0.745846 -0.83 0.64 -1.35 0.2095
H -1.045651 -1.888746 -1.125267 -0.17 1.40 1.81 0.2097
H -2.309468 -0.816317 -0.321152 1.11 -0.62 0.39 0.1976
H -1.008155 1.110844 1.470279 -0.45 -0.09 -1.05 0.1869
H -2.064244 1.297099 -0.077799 1.17 -0.16 0.62 0.2090
H -0.410104 2.077138 0.104549 -0.85 -0.99 0.09 0.2035
H 2.755609 0.663697 -0.141705 -1.32 0.72 -0.43 0.3919
H 1.379291 1.533746 -0.902301 0.78 -0.43 0.29 0.3921
H 2.360623 -1.391545 0.219845 0.49 -0.40 0.45 0.3253
N -0.416150 -0.025935 -0.251373 1.12 1.11 -0.25 -0.4818
N 1.741164 0.886324 -0.197963 0.25 -1.03 0.08 -0.8574
N 1.362997 -1.415641 0.377971 -0.30 0.82 -0.99 -0.7550

7.
15
Properties=species:S:1:pos:R:3:forces:R:3:nbo_charge:R:1 method="wB97M-V/def2-TZVPD" smiles="CCN=C(N)N" homo_ha=-0.3351 homo_lumo_gap_ev=10.13 de_lowest_ev=0.496 lumo_ev=1.0
C -1.312537 0.246833 -0.474088 0.35 -2.15 1.09 -0.2519
C -0.751221 0.350723 -1.874328 0.06 0.10 -0.24 -0.6240
C 0.488201 -0.358290 0.898979 1.99 -4.03 2.29 0.5600
N 1.156308 0.809281 0.911148 -0.02 1.89 -0.07 -0.8339
N 1.260613 -1.307814 1.747356 -0.68 0.74 -0.56 -0.8689
N -0.534446 -0.849444 0.366582 -2.07 2.93 -2.12 -0.5067
H 0.607305 1.625109 0.678672 0.15 0.03 -0.17 0.3837
H 1.669604 0.928432 1.778651 -0.10 0.01 -0.29 0.4018
H 2.182549 -1.467462 1.355768 -0.04 0.06 0.03 0.3638
H 0.767962 -2.195451 1.803476 0.05 0.28 -0.21 0.3820
H -2.336929 -0.132797 -0.498536 0.09 0.12 -0.08 0.2006
H -1.361945 1.215817 0.030043 0.21 0.00 0.11 0.1635
H -0.719226 -0.630106 -2.358243 -0.01 0.11 0.15 0.2175
H -1.379008 1.004418 -2.489758 0.08 -0.04 0.06 0.2090
H 0.262772 0.760751 -1.875720 -0.06 -0.06 0.01 0.2034

8.
15
Properties=species:S:1:pos:R:3:forces:R:3:nbo_charge:R:1 method="wB97M-V/def2-TZVPD" charge=+2 homo_ha=-0.6533 homo_lumo_gap_ev=9.12 de_lowest_ev=2.548 lumo_ev=-8.7
C -1.818668 0.123250 0.274235 -0.40 -1.06 0.13 0.4088
C -0.802096 0.398113 -0.516591 -2.28 -1.37 0.96 -0.1764
C 3.364946 -0.569586 0.408593 -2.78 -2.96 -0.46 0.1800
N -2.248344 0.111310 -1.082609 -0.33 0.30 -2.06 -0.5611
N -2.507429 -0.192660 1.337547 1.55 0.99 1.28 -0.7184
N 2.757285 0.160541 -0.463907 1.31 0.09 1.02 -0.5961
H -0.097390 1.135375 -0.708004 0.74 1.16 -0.72 0.2483
H 3.030402 -1.651561 0.613000 0.37 1.63 -0.91 0.2486
H -2.833977 0.937797 -1.340188 0.39 -0.88 -0.01 0.4415
H 4.095874 -0.292313 1.119594 0.99 1.28 0.14 0.2551
H -2.487299 -0.777554 -1.632419 0.71 1.45 1.04 0.4580
H -2.091557 0.104827 2.219036 -0.24 -0.34 -0.06 0.4438
H -3.461738 -0.484073 1.398302 -0.51 -0.14 -0.55 0.4590
H 3.095921 1.121370 -0.513124 -0.26 0.06 -0.44 0.4500
H 2.004067 -0.124840 -1.113466 0.74 -0.22 0.63 0.4592

9.
15
Properties=species:S:1:pos:R:3:forces:R:3:nbo_charge:R:1 method="wB97M-V/def2-TZVPD" charge=+2 homo_ha="-0.6477 / -0.6563" homo_lumo_gap_ev="8.25 / 8.52" de_lowest_ev=4.455 lumo_ev="-9.4 / -9.3"
C -0.714370 -0.441650 -0.064380 -1.05 -0.34 -1.92 0.4572
C 1.480188 0.358132 -0.058509 1.47 3.34 -1.22 0.0973
C -2.996086 0.093788 -0.253813 -1.15 -1.28 -3.22 -0.4490
N 0.593917 -0.540673 0.031803 -0.84 -3.05 3.10 -0.4343
N -1.742934 0.090680 0.451180 2.62 -1.06 3.18 -0.4052
N 2.908528 0.056745 -0.013019 -0.25 -1.21 -2.78 -0.7000
H 1.148744 1.349266 -0.376529 0.73 -0.16 0.17 0.2587
H -2.920065 -0.619959 -1.208409 0.10 1.59 2.20 0.2683
H -3.046797 1.109500 -0.632308 -0.73 0.17 -0.02 0.2574
H -3.897359 -0.238272 0.282161 0.69 0.42 0.40 0.2827
H 1.004469 -1.455620 0.352993 -1.32 0.30 -0.56 0.4787
H -1.655016 0.408174 1.495992 -0.66 -0.18 -2.10 0.4563
H 3.381349 -0.333677 -0.929534 -0.86 1.84 1.14 0.4895
H 3.140765 -0.732647 0.547976 0.15 -0.72 1.69 0.4529
H 3.314660 0.896215 0.374399 1.11 0.36 -0.06 0.4895

10.
16
Properties=species:S:1:pos:R:3:forces:R:3:nbo_charge:R:1 method="wB97M-V/def2-TZVPD" homo_ha=-0.3436 homo_lumo_gap_ev=9.90 de_lowest_ev=3.881 lumo_ev=0.5
C -0.501904 0.167738 -0.337433 -0.41 -1.24 1.49 -0.1367
C -0.168298 -1.341567 0.489553 -0.93 2.05 -1.99 -0.0149
C -1.523991 -0.065734 -1.428520 0.07 0.06 0.18 -0.6187
N 1.397123 1.623405 1.014384 -0.69 -0.17 0.64 -0.6849
O 0.946576 -1.270437 1.255947 2.57 1.68 -0.44 -0.7150
N 0.762286 0.480805 -0.855800 1.70 -1.42 0.49 -0.1716
N 1.698114 0.862111 -0.101261 -0.34 1.71 -1.61 -0.0670
H 1.674798 -0.656494 0.764017 -2.04 -2.23 1.22 0.4770
H -0.857084 0.855525 0.439289 -0.09 0.01 -0.07 0.1839
H 0.820852 1.189330 1.730519 0.14 0.14 -0.09 0.3725
H 2.228876 2.067965 1.369476 0.10 -0.40 0.07 0.3787
H -1.062639 -1.482683 1.097478 0.12 -0.17 0.00 0.1829
H -0.082211 -2.064407 -0.332412 -0.16 -0.03 0.18 0.1601
H -1.751415 0.871770 -1.936654 -0.06 -0.04 -0.02 0.2214
H -2.446489 -0.466750 -1.006444 0.00 0.03 -0.03 0.2121
H -1.134593 -0.770576 -2.162139 0.02 0.01 -0.02 0.2203

11.
16
Properties=species:S:1:pos:R:3:forces:R:3:nbo_charge:R:1 method="wB97M-V/def2-TZVPD" smiles="[H]/N=C(/NNC)OC" homo_ha=-0.3254 homo_lumo_gap_ev=9.75 de_lowest_ev=4.109 lumo_ev=0.9
C 2.816696 0.207581 0.360348 0.38 -3.10 2.53 -0.4403
C -0.471888 -0.258753 -0.099828 -2.95 4.93 1.17 0.6736
C -2.866820 0.004648 0.044202 0.32 0.91 1.43 -0.2781
H 3.203940 -0.829264 0.786370 -0.51 2.25 0.09 0.1922
H 2.439922 0.884576 1.309930 1.18 -1.21 -2.76 0.2009
H 3.690729 0.416356 -0.297826 -0.74 1.08 0.83 0.2256
H 1.513115 0.405818 -1.188452 -0.32 0.08 -0.03 0.3657
H 0.445407 -1.932846 -0.452208 1.74 1.86 0.79 0.3707
H -1.423063 1.545468 -0.038612 1.30 -1.31 -0.45 0.3697
H -3.011482 0.701827 -0.826342 1.08 -0.45 0.84 0.1960
H -2.845822 0.479847 1.071538 -0.32 0.32 -1.41 0.1902
H -3.801938 -0.509865 0.009383 -0.13 -1.44 0.13 0.2050
N 1.814238 -0.311565 -0.544582 0.76 0.83 -1.59 -0.4658
N 0.744792 -0.973477 -0.019173 -4.43 -2.43 -0.55 -0.4445
N -0.525804 1.040081 -0.212408 1.57 -0.83 0.08 -0.8314
O -1.722020 -0.870433 0.097662 1.08 -1.48 -1.09 -0.5293

12.
16
Properties=species:S:1:pos:R:3:forces:R:3:nbo_charge:R:1 method="wB97M-V/def2-TZVPD" smiles="[H]/N=C(/C)N(C)NO" homo_ha=-0.3182 homo_lumo_gap_ev=9.43 de_lowest_ev=3.807 lumo_ev=0.8
C -0.552206 1.781718 0.078781 0.09 -0.06 -0.15 -0.4294
C 1.135973 -1.627274 -0.262762 0.00 0.00 0.12 -0.6744
N -0.266236 0.395108 -0.274543 0.05 -0.54 0.19 -0.3000
N -1.337499 -0.407561 -0.479005 -0.76 1.81 -0.14 -0.2331
C 0.997324 -0.150890 -0.009614 0.04 0.00 -0.19 0.4476
O -1.945673 -1.070227 0.609465 0.35 -1.46 0.32 -0.5974
N 2.017916 0.515056 0.349214 0.14 0.03 0.10 -0.7055
H -2.056920 -0.508509 1.392780 0.13 0.55 -0.85 0.4713
H -1.470696 -0.872812 -1.363021 0.14 -0.35 0.59 0.3764
H 1.842686 1.508425 0.471797 -0.15 -0.03 0.02 0.3317
H -1.573789 1.993259 -0.227457 0.05 -0.06 0.03 0.2276
H -0.442081 1.970165 1.152115 0.03 0.00 -0.03 0.1882
H 0.111666 2.454870 -0.466972 0.01 0.02 0.06 0.2037
H 2.170312 -1.901970 -0.076252 -0.02 0.05 -0.03 0.2416
H 0.879443 -1.874679 -1.293875 -0.02 0.00 0.02 0.2172
H 0.489781 -2.204680 0.399347 -0.08 0.03 -0.06 0.2346

13.
16
Properties=species:S:1:pos:R:3:forces:R:3:nbo_charge:R:1 method="wB97M-V/def2-TZVPD" homo_ha="-0.2832 / -0.2829" homo_lumo_gap_ev="8.03 / 8.03" de_lowest_ev=6.008 lumo_ev="0.3 / 0.3"
C 0.722594 -0.936821 -1.712053 0.44 1.79 0.42 -0.3401
C -0.226503 -0.766351 -0.798913 2.58 3.61 -0.52 -0.2607
C -0.312325 0.498490 -0.056426 -1.51 0.91 4.88 0.4987
N 0.299437 1.691215 -0.340072 -1.54 -1.19 -1.27 -0.8031
N -1.654588 0.744221 0.520642 1.11 -0.92 -1.81 -0.3439
N 0.784142 0.031979 1.782144 -0.94 0.55 -1.97 -1.0456
O -2.289148 -0.466462 0.868432 -0.22 -0.50 0.08 -0.5554
H 0.737442 -1.877228 -2.167527 0.60 -1.09 -1.05 0.2079
H 1.488034 -0.097674 -1.953317 -1.50 -1.82 0.29 0.2034
H -0.964841 -1.372737 -0.444266 -0.84 -2.51 0.08 0.1938
H 1.225338 1.466806 -0.543403 1.92 0.64 -0.16 0.3808
H 0.105445 2.419514 0.315830 0.36 0.17 0.34 0.3997
H -1.731185 1.242785 1.387665 0.87 0.44 0.24 0.3809
H -2.316803 -0.952761 0.035037 -0.90 0.26 0.32 0.4521
H 1.743596 -0.150397 1.463566 -0.20 0.08 -0.12 0.3105
H 0.461412 -0.892759 2.027414 -0.25 -0.45 0.25 0.3209

14.
16
Properties=species:S:1:pos:R:3:forces:R:3:nbo_charge:R:1 method="wB97M-V/def2-TZVPD" homo_ha="-0.3128 / -0.3128" homo_lumo_gap_ev="8.56 / 8.56" de_lowest_ev=4.710 lumo_ev="0.0 / 0.0"
C 1.101454 -1.157916 -1.118706 1.46 1.24 -2.87 0.5451
C 0.755500 1.175483 -0.437457 -0.63 -2.40 -2.52 -0.3932
C -0.171736 -0.678621 0.829572 -1.54 1.88 -1.18 -0.4506
N -0.573470 1.506385 3.242717 2.60 -2.24 -1.00 -0.4299
N 0.550098 1.126613 2.830613 -0.35 2.27 2.36 -0.2156
N 0.676601 -0.251935 -0.260291 -0.68 0.37 1.24 -0.4169
O 0.953028 -2.346321 -1.045465 -0.17 -1.27 0.16 -0.6303
H 1.642643 -0.676512 -2.052290 -0.63 -0.60 1.48 0.0820
H 1.594533 1.331201 -1.059570 0.69 0.74 -1.00 0.2071
H -0.187311 1.472960 -0.861808 -0.30 0.76 -0.43 0.1817
H 0.910684 1.616389 0.453891 0.49 1.54 3.00 0.2110
H 0.218083 -0.122767 1.681715 -0.40 -0.95 0.10 0.2281
H -1.262768 -0.318913 0.608379 1.53 -0.60 0.38 0.1497
H -0.140757 -1.721472 0.792073 -0.14 -1.63 0.67 0.2389
H -1.268567 1.170457 2.619125 -2.14 0.48 -0.56 0.3460
H -0.833653 1.642552 4.222937 0.22 0.42 0.18 0.3469

15.
16
Properties=species:S:1:pos:R:3:forces:R:3:nbo_charge:R:1 method="wB97M-V/def2-TZVPD" smiles="CC/[N+]([O-])=N/NC" homo_ha=-0.3037 homo_lumo_gap_ev=9.14 de_lowest_ev=5.023 lumo_ev=0.9
C 2.013818 -0.183342 0.959739 -3.94 0.75 0.59 -0.6025
C -2.381169 1.132261 -0.977342 1.08 1.93 0.32 -0.4321
C 0.810840 -1.251468 1.283532 3.41 0.48 0.80 -0.2532
N -0.680083 -0.214495 -0.085745 0.34 -1.14 -0.54 -0.1076
N -1.509046 0.004600 -1.212785 2.06 -0.32 2.29 -0.4549
N -0.011272 -1.324388 0.085886 -3.10 2.50 -0.73 0.2631
O -0.087873 -2.373919 -0.587548 0.08 0.11 -0.29 -0.5103
H 1.543353 0.881515 0.886120 0.87 -2.06 -0.62 0.2248
H 2.750974 -0.071263 1.698509 0.87 -0.45 1.32 0.2097
H 2.438696 -0.643509 0.103254 0.53 0.49 -1.17 0.2148
H -3.420614 0.936104 -1.347459 1.03 0.40 0.48 0.2112
H -2.292897 1.471511 0.101109 -0.75 -0.84 -1.05 0.2162
H -1.849352 1.993959 -1.484107 -1.33 -0.56 0.04 0.1963
H 1.329028 -2.222511 1.349145 -0.51 0.27 -0.10 0.2233
H 0.300618 -1.095724 2.250243 -0.24 0.24 -0.92 0.2246
H -1.934629 -0.760465 -1.644379 -0.41 -1.82 -0.43 0.3766